<one>
The following is a DFT calculation (ωB97M-V/def2-TZVPD) of 2 unconnected molecules or ions with the total composition C2H9NOS.

As for the frontier orbital gap: 9.81 eV. For the HOMO energy, the calculation gives -9.02 eV. The structure (SMILES) is NCO.CS.

Cartesian coordinates (Å):
C -1.259 2.273 0.921
S -3.044 2.117 1.191
H -1.047 3.276 0.571
H -0.750 1.940 1.817
H -0.973 1.600 0.120
H -3.167 0.881 0.692
N 1.018 -1.546 -1.703
C 1.225 -1.026 -0.371
O 1.453 -1.997 0.615
H 1.823 -2.013 -2.084
H 0.196 -2.147 -1.723
H 2.025 -0.276 -0.404
H 0.336 -0.477 -0.065
H 2.162 -2.604 0.425

---

<two>
The following is a DFT calculation (ωB97M-V/def2-TZVPD) of 2 unconnected molecules or ions with the total composition C2H9NOS.

As for the frontier orbital gap: 9.62 eV. For the HOMO energy, the calculation gives -9.07 eV. The structure (SMILES) is NCCS.O.

Cartesian coordinates (Å):
C 0.569 1.385 -1.424
C -0.507 0.884 -0.504
S -0.744 -0.907 -0.740
N 0.944 2.812 -1.195
H 0.319 1.271 -2.486
H 1.439 0.737 -1.372
H -1.498 1.264 -0.724
H -0.249 1.025 0.531
H -0.009 -1.462 0.227
H 1.956 2.836 -1.297
H 0.840 2.995 -0.201
H 0.395 -2.933 4.446
H 0.757 -2.817 2.981
O 0.021 -2.694 3.589

---

Result of the stability comparison: <two> is the most stable of them.

---

<one>
The following is a DFT calculation (ωB97M-V/def2-TZVPD) of 2 unconnected molecules or ions with the total composition C9H14S.

As for the frontier orbital gap: 9.88 eV. For the HOMO energy, the calculation gives -8.91 eV. The structure (SMILES) is Cc1ccccc1.CCS.

Cartesian coordinates (Å):
C -3.985 1.161 -0.112
C -3.839 0.463 -1.456
S -2.576 0.743 1.012
H -4.028 2.245 -0.136
H -4.785 0.688 0.447
H -4.020 -0.590 -1.330
H -1.579 0.552 0.137
H -2.793 0.464 -1.787
H -4.367 0.922 -2.291
C 2.342 -2.636 0.209
C 1.198 0.773 1.372
C 1.304 -0.599 1.211
C 1.950 1.627 0.576
C 2.240 -1.145 0.336
C 2.812 1.085 -0.369
C 2.907 -0.295 -0.536
H 0.521 1.167 2.109
H 0.688 -1.270 1.785
H 1.982 2.703 0.663
H 3.455 1.725 -0.959
H 2.284 -3.131 1.173
H 3.194 -2.996 -0.354
H 3.590 -0.665 -1.292
H 1.504 -2.990 -0.408

---

<two>
The following is a DFT calculation (ωB97M-V/def2-TZVPD) of 2 unconnected molecules or ions with the total composition C9H14S.

As for the frontier orbital gap: 9.66 eV. For the HOMO energy, the calculation gives -8.77 eV. The structure (SMILES) is Cc1ccccc1.CCS.

Cartesian coordinates (Å):
C -0.937 -2.752 -0.451
C -0.530 -0.468 0.630
C -0.225 -1.805 0.452
C 0.135 0.245 1.635
C 1.004 -0.309 2.528
C 0.793 -2.379 1.264
C 1.410 -1.645 2.248
H -1.610 -0.307 0.525
H -0.173 1.267 1.862
H -0.251 -3.393 -0.997
H -1.696 -2.377 -1.136
H 1.464 0.362 3.238
H 0.995 -3.446 1.236
H 2.223 -1.925 2.909
H -1.479 -3.518 0.132
C 0.330 2.865 -2.175
C -0.770 2.745 -1.122
S 1.311 1.337 -2.520
H -0.125 3.287 -3.076
H 1.059 3.631 -1.901
H -1.588 3.435 -1.295
H 0.222 0.589 -2.814
H -0.366 2.821 -0.105
H -1.196 1.740 -1.068

---

Result of the stability comparison: <one> is the most stable of them.

---

<one>
The following is a DFT calculation (ωB97M-V/def2-TZVPD) of 2 unconnected molecules or ions with the total composition CH5BO.

As for the frontier orbital gap: 8.79 eV. For the HOMO energy, the calculation gives -9.33 eV.

Cartesian coordinates (Å):
B -0.448 0.771 0.420
C 0.847 0.241 -0.287
O -2.199 -0.763 -0.255
H -0.816 1.644 1.154
H 0.636 -0.253 -1.285
H 1.148 -0.526 0.359
H 1.667 0.959 -0.293
H -2.647 -0.098 0.208

---

<two>
The following is a DFT calculation (ωB97M-V/def2-TZVPD) of a molecular structure, CH5BO.

As for the frontier orbital gap (alpha / beta): 6.52 / 7.62 eV. For the HOMO energy (alpha / beta), the calculation gives -6.50 / -7.44 eV.

Cartesian coordinates (Å):
B -0.892 0.335 -0.073
C 1.354 1.224 -0.979
O 0.154 0.709 -0.560
H -1.253 -2.170 1.328
H -1.746 -0.390 -0.179
H -1.171 -2.627 2.014
H 2.209 0.617 -0.629
H 1.345 2.301 -0.921

---

Result of the stability comparison: <one> is the most stable of them.

---

<one>
The following is a DFT calculation (ωB97M-V/def2-TZVPD) of 2 unconnected molecules or ions with the total composition C2H10N2S.

As for the frontier orbital gap: 10.11 eV. For the HOMO energy, the calculation gives -9.16 eV. The structure (SMILES) is NCCN.S.

Cartesian coordinates (Å):
S -1.150 0.523 -3.286
H -0.680 1.675 -2.829
C -0.164 0.542 0.767
N 0.121 0.976 2.189
C 0.620 -0.796 0.534
N 0.162 -1.486 -0.725
H 0.271 1.265 0.062
H -1.210 0.440 0.549
H 0.995 1.497 2.198
H -0.622 1.639 2.456
H 0.394 -1.477 1.419
H 1.718 -0.569 0.532
H 0.749 -2.274 -0.987
H -0.784 -1.836 -0.679
H -0.418 -0.117 -2.201

---

<two>
The following is a DFT calculation (ωB97M-V/def2-TZVPD) of 2 unconnected molecules or ions with the total composition C2H10N2S.

As for the frontier orbital gap: 9.56 eV. For the HOMO energy, the calculation gives -8.95 eV. The structure (SMILES) is NCN.CS.

Cartesian coordinates (Å):
C 2.825 1.247 0.679
S 1.611 2.430 1.496
H 2.541 1.244 -0.416
H 2.747 0.115 0.826
H 3.847 1.578 0.798
H 0.603 1.711 1.760
N -2.198 -1.138 -0.264
C -2.330 -1.774 -1.543
N -1.586 -2.984 -1.937
H -1.632 -0.281 -0.101
H -2.204 -1.773 0.576
H -2.078 -0.990 -2.238
H -3.455 -1.776 -1.663
H -1.964 -3.703 -1.296
H -0.653 -2.998 -1.594

---

Result of the stability comparison: <one> is the most stable of them.

---

<one>
The following is a DFT calculation (ωB97M-V/def2-TZVPD) of 2 unconnected molecules or ions with the total composition CH3N2PS.

As for the frontier orbital gap: 7.87 eV. For the HOMO energy, the calculation gives -9.17 eV. The structure (SMILES) is [H]/N=P/C#N.S.

Cartesian coordinates (Å):
C 1.077 0.647 0.275
N 0.024 1.030 0.082
N 2.663 -1.273 -0.116
P 2.760 0.118 0.518
S -3.217 0.346 0.324
H -3.170 -0.337 -0.915
H 3.170 -2.102 -0.007
H -3.306 1.571 -0.161

---

<two>
The following is a DFT calculation (ωB97M-V/def2-TZVPD) of a single CH3N2PS molecule.

As for the frontier orbital gap: 8.39 eV. For the HOMO energy, the calculation gives -8.82 eV. The structure (SMILES) is [H]/P=N\N1CS1.

Cartesian coordinates (Å):
C 0.408 0.945 -0.853
N 0.110 -0.563 -0.722
N -0.065 -1.171 0.464
P -0.823 -1.435 1.824
S 1.793 -0.158 -0.994
H 0.033 1.377 -1.798
H 0.459 1.494 0.009
H -1.914 -0.488 2.070

---

Result of the stability comparison: <one> is the most stable of them.

---

<one>
The following is a DFT calculation (ωB97M-V/def2-TZVPD) of 2 unconnected molecules or ions with the total composition C4H9NOS.

As for the frontier orbital gap: 9.13 eV. For the HOMO energy, the calculation gives -9.10 eV.

Cartesian coordinates (Å):
C -0.850 1.226 -0.371
C 1.310 1.009 -0.996
C -1.917 0.464 0.109
C -1.919 -1.001 0.293
N 1.520 -1.309 0.374
O 3.110 0.649 0.819
S 2.569 -0.158 -0.316
H -0.740 2.282 -0.369
H 2.091 -1.922 0.883
H 0.918 0.829 -2.014
H 1.696 2.005 -0.520
H -2.699 1.075 0.474
H -0.942 -1.529 0.298
H -2.323 -1.328 -0.620
H -2.445 -1.297 1.155
H 0.621 -0.997 0.800

---

<two>
The following is a DFT calculation (ωB97M-V/def2-TZVPD) of 2 unconnected molecules or ions with the total composition C4H9NOS.

As for the frontier orbital gap (alpha / beta): 8.81 / 7.30 eV. For the HOMO energy (alpha / beta), the calculation gives -8.86 / -8.65 eV.

Cartesian coordinates (Å):
C 1.584 0.753 -0.520
C 1.365 1.107 1.012
C 0.283 0.041 -1.043
C -2.168 -2.021 0.357
N -0.028 1.373 1.214
O -1.959 1.347 -0.481
S -0.955 0.576 0.222
H 1.759 1.671 -1.022
H 2.518 0.191 -0.523
H 1.513 0.193 1.586
H 2.213 1.766 1.310
H -0.060 0.186 -2.104
H 0.375 -1.005 -1.017
H -1.574 -1.997 -0.573
H -1.751 -2.616 1.210
H -3.115 -1.565 0.372

---

Result of the stability comparison: <two> is the most stable of them.